The following is a DFT calculation (wB97M-V/def2-TZVPD) of a 9-piece molecular cluster, C60H66NO5P overall at a distorted geometry.

The value obtained for the LUMO energy is -1.5 eV. The total energy comes out at -84305.4147 eV. As for the SMILES: C[C@H](O)COC1=CC(=O)C(P(C)O)=C(CCN)C1=O.c1ccccc1.c1ccccc1.c1ccccc1.c1ccccc1.c1ccccc1.c1ccccc1.c1ccccc1.c1ccccc1.

Last column: Löwdin charge in e.
Positions of all 133 atoms, in Å:
P: -1.619 3.499 0.794  0.911
O: -0.983 2.779 -2.245  0.077
O: 2.102 6.467 -1.121  0.130
O: 4.981 2.795 -0.378  -0.023
O: -2.934 4.160 0.025  -0.300
O: 3.480 4.103 -2.279  0.003
N: 0.105 8.147 0.418  0.010
C: -6.304 -2.279 1.557  -0.094
C: -6.601 -2.362 -3.161  -0.087
C: 1.704 5.325 -1.006  -0.257
C: -0.240 3.998 -0.317  -0.217
C: -7.528 -3.180 -5.223  -0.101
C: -7.081 -0.833 -4.954  -0.097
C: 8.315 2.724 -4.615  -0.098
C: 2.299 -2.430 -3.507  -0.088
C: 5.929 4.858 0.435  -0.018
C: 1.340 3.204 -2.104  0.103
C: 2.212 4.177 -1.812  -0.187
C: 2.292 0.186 2.349  -0.086
C: -8.049 -4.552 6.718  -0.097
C: -8.785 -5.679 4.727  -0.096
C: 3.817 -0.345 0.570  -0.102
C: -7.539 -1.888 -5.731  -0.101
C: 3.980 -4.943 -1.937  -0.107
C: -4.407 -2.557 0.105  -0.103
C: -0.201 0.816 5.408  -0.106
C: -6.846 -4.242 6.099  -0.096
C: 0.554 5.770 1.261  -0.167
C: -1.244 -0.639 7.011  -0.096
C: 6.176 2.268 -3.618  -0.096
C: -7.057 -3.417 -3.940  -0.095
C: 2.734 0.379 1.049  -0.084
C: 3.763 -6.083 0.584  -0.091
C: 4.041 -4.142 -0.805  -0.087
C: -5.313 -3.086 1.014  -0.098
C: 4.459 4.788 -1.503  -0.148
C: 6.665 1.066 -3.134  -0.090
C: 2.930 -0.734 3.171  -0.083
C: 3.936 -4.712 0.456  -0.082
C: 0.624 4.988 -0.016  -0.142
C: 2.855 -0.105 -3.758  -0.095
C: -9.018 -5.271 6.033  -0.097
C: 1.525 -2.367 -4.657  -0.085
C: -5.490 -0.416 0.274  -0.103
C: -1.905 1.753 0.368  -0.254
C: 3.805 -6.313 -1.808  -0.089
C: -6.394 -0.944 1.186  -0.090
C: 2.078 -0.041 -4.905  -0.089
C: 4.009 -1.462 2.688  -0.096
C: -6.615 -1.070 -3.668  -0.092
C: 2.967 -1.299 -3.059  -0.081
C: 3.694 -6.883 -0.548  -0.095
C: 8.801 1.517 -4.129  -0.098
C: -2.331 -0.181 4.916  -0.088
C: -0.340 7.021 1.245  -0.263
C: -1.273 0.637 4.546  -0.095
C: 7.002 3.098 -4.362  -0.092
C: -0.187 0.181 6.642  -0.098
C: 4.690 4.166 -0.144  -0.391
C: -2.315 -0.821 6.147  -0.094
C: 4.455 -1.265 1.387  -0.107
C: 1.416 -1.174 -5.357  -0.090
C: -7.585 -5.365 4.106  -0.102
C: 7.974 0.685 -3.386  -0.092
C: -4.496 -1.222 -0.263  -0.113
C: -6.615 -4.648 4.792  -0.104
C: -0.048 3.282 -1.625  -0.361
H: 8.350 -0.256 -3.006  0.100
H: 0.648 0.325 7.316  0.100
H: 3.987 -4.087 1.338  0.084
H: -1.233 -1.136 7.972  0.100
H: 5.153 2.550 -3.401  0.082
H: 4.157 -0.188 -0.447  0.082
H: -6.261 -0.248 -3.059  0.096
H: -3.138 -1.462 6.435  0.097
H: -6.089 -3.684 6.634  0.097
H: 3.556 -7.952 -0.447  0.100
H: 0.812 -1.125 -6.254  0.101
H: 4.171 -3.071 -0.905  0.075
H: 1.989 0.892 -5.447  0.104
H: 6.594 4.134 0.881  0.083
H: -9.955 -5.514 6.516  0.100
H: -2.923 1.541 0.675  0.029
H: 2.584 -0.884 4.185  0.100
H: -9.540 -6.242 4.193  0.100
H: 6.014 0.423 -2.554  0.091
H: -1.286 1.136 3.585  0.081
H: -0.368 7.380 2.269  0.106
H: -3.169 -0.320 4.244  0.101
H: 4.502 -2.186 3.326  0.103
H: -7.006 -2.691 2.270  0.093
H: -7.044 -4.425 -3.545  0.099
H: 2.234 1.091 0.404  0.096
H: -3.633 -3.185 -0.317  0.104
H: 3.573 -1.349 -2.163  0.064
H: -0.139 7.948 -0.542  0.058
H: -5.562 0.624 -0.019  0.102
H: 1.113 8.172 0.452  0.054
H: 5.395 4.674 -2.032  0.122
H: -5.678 -4.404 4.308  0.097
H: 3.681 -6.528 1.567  0.101
H: 0.626 1.453 5.118  0.096
H: -7.168 -0.316 1.607  0.102
H: -7.405 -5.679 3.085  0.099
H: 3.755 -6.938 -2.691  0.102
H: 6.497 5.349 -0.345  0.080
H: 9.824 1.226 -4.329  0.099
H: 1.646 2.360 -2.687  0.117
H: 1.553 6.095 1.544  0.117
H: 4.279 5.849 -1.408  0.126
H: 1.447 0.751 2.723  0.084
H: 5.215 2.431 0.477  0.087
H: 8.961 3.373 -5.192  0.099
H: -6.236 -2.545 -2.158  0.084
H: 6.623 4.037 -4.746  0.102
H: 3.375 0.778 -3.405  0.083
H: 1.004 -3.249 -5.008  0.102
H: 2.379 -3.359 -2.957  0.073
H: -5.246 -4.128 1.300  0.097
H: -1.361 6.764 0.992  0.099
H: 5.297 -1.833 1.010  0.104
H: 5.677 5.622 1.162  0.082
H: -2.719 5.034 -0.299  0.037
H: 0.201 5.144 2.067  0.082
H: -7.088 0.174 -5.350  0.099
H: -1.849 1.564 -0.697  0.028
H: -7.888 -4.002 -5.828  0.098
H: 3.832 4.301 0.513  0.141
H: -7.905 -1.703 -6.732  0.098
H: 4.069 -4.498 -2.920  0.095
H: -8.231 -4.233 7.736  0.100
H: -3.789 -0.809 -0.973  0.103
H: -1.229 1.142 0.950  0.027


The following is a DFT calculation (wB97M-V/def2-TZVPD) of a 2-piece molecular cluster, C6H14N2O2 overall at a distorted geometry.

The value obtained for the LUMO energy is 0.5 eV. For the energy relative to the best compared isomer or geometry (same formula, charge and spin), the calculation gives 55.9 kJ/mol. The total energy comes out at -13525.0454 eV. As for the SMILES: CNC(C)=O.CNC(C)=O.

Last column: Löwdin charge in e.
Positions of all 24 atoms, in Å:
O: -2.143 0.886 -0.139  0.053
O: 2.652 -0.584 -2.493  0.042
N: 0.713 -0.526 -1.333  0.014
N: -0.648 0.664 1.523  -0.009
C: -0.137 -0.543 -2.526  -0.056
C: 2.784 -0.742 -0.110  -0.004
C: 2.065 -0.588 -1.427  -0.564
C: -2.635 -0.746 1.532  0.003
C: -0.075 1.969 1.286  -0.080
C: -1.807 0.325 0.886  -0.569
H: 0.264 -0.199 -0.494  0.076
H: 3.690 -0.141 -0.096  0.082
H: 0.375 -0.108 -3.373  0.077
H: -2.650 -1.652 0.929  0.087
H: -1.000 0.086 -2.325  0.068
H: 0.669 2.210 2.056  0.090
H: -3.678 -0.409 1.495  0.094
H: 0.433 2.053 0.339  0.073
H: -0.825 2.768 1.304  0.093
H: 2.152 -0.500 0.752  0.061
H: 3.069 -1.782 0.026  0.083
H: -2.414 -0.995 2.563  0.073
H: -0.425 0.133 2.346  0.128
H: -0.429 -1.578 -2.720  0.086


The following is a DFT calculation (wB97M-V/def2-TZVPD) of C20H22CrN4S3Te as an isolated structure at a distorted geometry.

The value obtained for the LUMO energy (spin up / spin down) is 1.6 / 1.6 eV. For the energy relative to the best compared isomer or geometry (same formula, charge and spin), the calculation gives 119.5 kJ/mol. The net charge is -1. The total energy comes out at -95280.2044 eV. Its spin multiplicity is 4.

Last column: Löwdin charge in e.
Positions of all 51 atoms, in Å:
Te: -0.186 -3.653 -0.322  0.028
Cr: -0.064 -1.222 -0.152  -0.546
S: -0.013 -1.070 2.210  0.575
S: 0.192 -0.932 -2.454  0.558
S: -2.339 -0.662 -0.782  0.711
N: 0.203 1.200 -0.206  -0.219
N: 2.218 -0.973 0.092  -0.222
N: -4.389 -1.847 0.360  0.092
N: -4.656 0.444 -0.157  0.074
C: -0.200 2.673 -4.165  -0.114
C: 2.146 -1.420 3.819  -0.123
C: 1.560 1.406 0.315  -0.168
C: 3.491 -1.542 4.104  -0.114
C: 3.996 -1.277 1.780  -0.048
C: 2.520 0.415 -0.315  -0.165
C: -5.721 -2.008 0.513  -0.059
C: 2.643 -1.176 1.477  -0.274
C: 1.691 -1.238 2.504  -0.600
C: 0.093 1.692 -1.573  -0.285
C: 0.027 0.792 -2.647  -0.602
C: -5.939 0.316 0.109  -0.110
C: 2.952 -1.898 -0.802  -0.137
C: -0.082 3.560 -3.103  -0.112
C: 4.430 -1.464 3.082  -0.110
C: -0.139 1.311 -3.941  -0.122
C: -3.881 -0.650 -0.116  -0.722
C: -6.534 -0.925 0.399  -0.065
C: -0.771 1.873 0.667  -0.123
C: 0.058 3.060 -1.818  -0.047
H: 3.816 -1.692 5.127  0.092
H: -0.813 1.349 1.620  0.030
H: -6.522 1.226 0.045  0.111
H: 0.133 3.753 -0.988  0.102
H: 1.406 -1.471 4.607  0.091
H: -3.767 -2.650 0.336  0.136
H: -6.069 -3.010 0.720  0.132
H: 3.962 -1.525 -1.014  0.083
H: 2.438 0.477 -1.402  0.114
H: 1.908 2.429 0.119  0.127
H: -0.503 2.921 0.858  0.081
H: 1.542 1.256 1.396  0.115
H: 3.549 0.676 -0.037  0.126
H: -1.754 1.841 0.205  0.062
H: -0.110 4.630 -3.266  0.088
H: 2.415 -1.997 -1.738  0.016
H: 5.488 -1.554 3.293  0.088
H: 4.732 -1.213 0.988  0.104
H: -0.340 3.050 -5.172  0.092
H: -0.228 0.610 -4.761  0.093
H: -7.603 -1.019 0.522  0.097
H: 3.013 -2.876 -0.332  0.071


The following is a DFT calculation (wB97M-V/def2-TZVPD) of an isolated ion of composition C3H6NO3S and charge -1 at a distorted geometry.

The value obtained for the LUMO energy is 3.8 eV. For the energy relative to the best compared isomer or geometry (same formula, charge and spin), the calculation gives 208.5 kJ/mol. The net charge is -1. The total energy comes out at -21676.7603 eV.

Last column: Löwdin charge in e.
Positions of all 14 atoms, in Å:
S: 2.310 0.589 -0.062  0.745
O: 1.764 -2.320 -0.043  -0.098
O: 1.881 1.834 -0.855  -0.584
O: 2.480 0.829 1.364  -0.521
N: 0.606 -0.351 0.008  -0.196
C: -1.771 0.233 -0.491  -0.148
C: -0.528 0.522 0.326  -0.336
C: 0.716 -1.663 0.074  -0.457
H: -1.577 0.666 -1.643  0.130
H: -0.827 0.521 1.450  0.120
H: -2.711 0.677 -0.080  0.053
H: -0.147 1.645 0.234  0.122
H: -2.009 -0.877 -0.476  0.058
H: -0.187 -2.305 0.195  0.113


Question: Which value of total energy does entry 4 give?
Answer: -21676.7603 eV


Question: total energy of number 3 (C20H22CrN4S3Te)?
Answer: -95280.2044 eV